Density functional theory data (ωB97M-V/def2-TZVPD) for a single C4N2 molecule.

Structure (ORCA input):
```
! RIJCOSX wB97M-V def2-TZVPD def2/J DEFGRID3
* xyz 0 1
N -0.385 0.840 1.128
N -0.627 0.032 -2.352
C 1.175 -0.685 0.776
C -0.192 0.016 -1.283
C -0.297 -0.265 1.689
C 0.326 0.061 0.041
*
```

For the frontier orbital gap (spin up / spin down), the calculation gives 0.3307 / 0.3307 Ha. The energy above the lowest of the compared OMol25 structures with the same formula, charge and spin is 102.8 kcal/mol.

Now the Löwdin charges, all in e:
1. N 0.144
2. N 0.190
3. C 0.229
4. C -0.151
5. C 0.014
6. C -0.425

=====

Density functional theory data (ωB97M-V/def2-TZVPD) for a molecular structure, CH8Ba3O7 in a non-equilibrium geometry.

Structure (ORCA input):
```
! RIJCOSX wB97M-V def2-TZVPD def2/J DEFGRID3
* xyz 4 1
Ba -2.823 -1.604 1.201
Ba -2.118 -0.469 -3.069
Ba 1.851 -4.118 0.070
O 0.765 0.545 2.197
O -0.923 -0.721 -0.744
O -0.425 -2.711 0.219
O 1.209 -1.376 -0.441
O -1.562 2.052 -1.802
O 3.445 0.565 -0.483
O -2.393 1.113 1.288
C -0.013 -1.620 -0.364
H 1.004 0.134 1.359
H -0.672 1.847 -1.472
H -1.424 2.816 -2.389
H -1.824 1.251 0.519
H 2.744 -0.041 -0.732
H 1.490 0.295 2.782
H -2.366 1.960 1.761
H 4.038 0.082 0.100
*
```

For the frontier orbital gap, the calculation gives 0.2500 Ha. The energy above the lowest of the compared OMol25 structures with the same formula, charge and spin is 26.3 kcal/mol.

Atomic partial charges in e from the Löwdin method, atoms 1 to 6:
1. Ba 2.053
2. Ba 2.027
3. Ba 2.071
4. O -0.035
5. O -0.491
6. O -0.444

=====

Density functional theory data (ωB97M-V/def2-TZVPD) for 2 unconnected molecules or ions with the total composition CHF2O2P in a non-equilibrium geometry.

Structure (ORCA input):
```
! RIJCOSX wB97M-V def2-TZVPD def2/J DEFGRID3
* xyz 0 1
P -3.409 0.368 0.276
F -0.036 1.228 -1.187
F -0.339 1.407 0.938
O -2.036 -0.187 -0.278
O -4.346 -0.635 -0.220
C -0.212 0.599 -0.070
H 0.337 -0.321 0.084
*
```

For the frontier orbital gap, the calculation gives 0.3420 Ha. The energy above the lowest of the compared OMol25 structures with the same formula, charge and spin is 48.5 kcal/mol.

Atomic partial charges in e from the Löwdin method, atoms 1 to 6:
1. P 0.654
2. F 0.173
3. F 0.146
4. O -0.456
5. O -0.473
6. C -0.205

=====

Density functional theory data (ωB97M-V/def2-TZVPD) for 17 unconnected molecules or ions with the total composition C61H88O51 in a non-equilibrium geometry.

Structure (ORCA input):
```
! RIJCOSX wB97M-V def2-TZVPD def2/J DEFGRID3
* xyz 0 1
O 0.402 -15.039 4.206
O -1.501 -4.618 3.793
O -4.583 -17.375 -3.094
O -0.524 -21.511 -0.255
O -0.662 -11.768 3.644
O 2.488 -13.067 -1.842
O -3.862 -19.171 -2.090
O -2.713 -11.638 2.614
O -8.271 -7.868 4.214
O -12.523 -15.733 -3.177
O -3.310 -15.002 2.320
O 0.291 -19.895 5.254
O 2.417 -14.999 3.549
O 1.424 -20.594 -1.275
O -2.509 -12.012 4.826
O -1.730 -19.250 4.809
O -8.399 -14.686 6.162
O -4.018 -9.443 -3.617
O 0.265 -12.456 -1.881
O -10.117 -6.815 4.653
O -10.321 -16.029 -2.607
O -3.593 -13.492 -2.196
O -3.802 -13.611 -4.524
O -7.891 -20.551 1.071
O -4.009 -13.587 0.745
O -1.969 -8.482 -3.776
O -2.747 -6.446 3.253
O -2.695 -9.348 -1.764
O -7.787 -15.560 8.251
O -9.278 -10.007 -1.136
O -8.411 -5.712 3.530
O -7.640 -11.583 -0.688
O -12.129 -10.953 4.609
O -7.635 -22.402 2.369
O -2.195 -12.446 -3.602
O -3.239 -5.351 5.067
O -12.691 -13.196 4.487
O -0.021 -19.294 -0.070
O -3.222 -14.319 9.302
O -6.148 -18.789 -2.034
O 1.236 -12.893 0.096
O -4.380 -13.724 7.433
O -5.270 -14.168 2.441
O -9.794 -14.924 7.896
O -0.122 -18.216 3.729
O -7.251 -9.322 -0.564
O -11.675 -14.845 -1.328
O -7.530 -20.284 3.120
O -10.976 -12.475 3.346
O -3.278 -15.611 7.385
O 2.024 -15.418 5.772
C -7.728 -7.124 -1.657
C -8.959 -8.854 4.864
C -7.939 -9.444 5.827
C -4.248 -6.334 4.885
C -2.797 -9.024 -3.098
C -3.639 -8.665 3.763
C -1.732 -20.890 0.183
C -9.505 -15.494 -1.557
C -8.015 -10.414 -0.731
C -0.485 -19.043 4.510
C -9.986 -7.960 5.453
C 1.451 -12.813 -1.259
C -4.166 -8.760 -0.079
C -3.242 -13.216 -3.364
C -0.768 -12.120 -0.887
C -4.832 -9.583 -2.424
C -4.989 -18.432 -2.304
C -9.417 -8.730 -0.722
C -1.282 -19.505 0.660
C -2.779 -18.710 -2.861
C -8.655 -15.026 7.297
C 0.243 -15.289 2.757
C -0.083 -20.084 7.738
C -9.652 -15.067 9.341
C -3.908 -7.176 3.652
C -10.976 -13.787 3.123
C 1.654 -14.962 2.374
C 0.418 -20.499 -0.553
C -7.973 -18.963 2.603
C -4.794 -14.374 6.302
C 0.014 -12.295 0.528
C -1.965 -11.789 3.552
C -7.741 -21.205 2.268
C -8.416 -15.937 9.431
C -3.884 -9.796 -1.229
C -6.175 -13.460 1.555
C -3.146 -17.191 -3.148
C -2.030 -12.038 -4.959
C -2.467 -21.844 1.176
C -8.075 -8.120 -0.532
C -8.866 -6.718 4.044
C -3.746 -15.484 6.068
C -7.730 -19.209 1.174
C -1.564 -12.396 5.675
C -3.598 -14.506 8.141
C -4.209 -16.907 5.620
C -2.376 -5.474 4.042
C -1.846 -20.206 5.844
C -11.577 -15.606 -2.399
C -12.300 -14.294 3.687
C -11.946 -12.135 4.154
C 1.661 -15.113 4.577
C -0.452 -20.456 6.312
C -7.484 -15.510 10.583
C -8.283 -14.701 -2.192
C -6.816 -12.354 2.404
C -10.434 -14.525 -0.912
C -0.258 -11.786 5.018
C -5.293 -12.975 0.447
C -3.221 -12.791 -5.486
C -4.131 -14.252 1.900
H -0.454 -12.999 1.216
H -4.221 -6.843 5.848
H -7.765 -7.634 -2.620
H -7.013 -12.587 3.450
H -6.915 -14.165 1.177
H -1.807 -18.776 -2.371
H -5.780 -14.758 6.563
H -0.277 -21.499 6.051
H -6.976 -9.761 5.427
H -5.120 -17.086 6.191
H -10.173 -14.286 3.667
H -1.015 -11.075 -1.073
H -2.421 -19.839 6.695
H -3.958 -12.104 -5.901
H -4.109 -9.249 4.554
H -8.632 -13.899 -2.843
H -3.478 -17.697 5.795
H -4.644 -7.054 2.858
H -8.706 -16.986 9.487
H -9.878 -7.675 6.500
H -0.403 -14.452 2.491
H -10.534 -15.550 9.762
H -0.216 -19.003 7.689
H -1.803 -11.944 6.637
H -4.860 -13.787 5.386
H -2.046 -10.967 -5.159
H -0.871 -20.580 8.304
H -0.047 -16.332 2.634
H -3.957 -9.152 2.841
H -10.507 -14.707 0.160
H -7.844 -15.513 -2.772
H -1.444 -13.473 5.798
H -5.633 -13.306 -0.534
H -10.142 -13.486 -1.059
H -10.043 -8.634 0.164
H -12.236 -15.190 4.305
H -12.971 -14.572 2.874
H -5.536 -8.751 -2.417
H -3.459 -21.459 1.412
H -5.161 -8.955 0.320
H -2.443 -21.014 5.421
H -3.029 -13.491 -6.299
H -2.642 -9.053 3.974
H -1.864 -21.748 2.079
H -4.358 -16.991 4.544
H 0.894 -20.339 8.149
H -8.981 -18.666 2.890
H -7.786 -8.679 6.588
H -10.959 -8.447 5.390
H -5.384 -10.523 -2.458
H -7.714 -11.958 1.930
H -6.713 -6.726 -1.662
H -7.259 -14.483 10.297
H -2.874 -16.518 -2.335
H 2.100 -15.650 1.656
H -8.407 -10.292 6.329
H -0.917 -19.556 1.686
H -1.509 -12.910 -1.011
H -1.044 -12.424 -5.218
H -9.833 -8.318 -1.642
H -8.130 -15.284 11.431
H -5.251 -11.891 0.557
H -0.092 -10.779 5.401
H -3.809 -10.858 -0.996
H -4.464 -7.780 -0.452
H 1.549 -13.888 2.226
H -6.768 -18.923 0.749
H -10.785 -14.034 2.079
H -8.082 -7.450 0.328
H -9.267 -16.329 -0.897
H -6.155 -11.488 2.455
H -2.965 -15.109 5.406
H -2.761 -19.362 -3.734
H -3.503 -8.427 0.719
H -7.489 -14.348 -1.535
H -2.387 -22.887 0.870
H 0.661 -12.350 5.180
H -5.265 -5.958 4.772
H -2.027 -18.727 0.493
H -2.391 -20.740 -0.672
H -8.354 -6.292 -1.981
H -7.288 -18.152 2.854
H -8.436 -18.516 0.717
H -9.292 -9.629 4.175
H -9.839 -14.105 9.819
H -2.783 -16.863 -4.122
H -6.589 -16.106 10.764
H -0.188 -11.417 1.142
*
```

For the frontier orbital gap, the calculation gives 0.3496 Ha.

Atomic partial charges in e from the Löwdin method, atoms 1 to 6:
1. O 0.034
2. O 0.101
3. O 0.015
4. O 0.055
5. O 0.071
6. O 0.138

=====

Density functional theory data (ωB97M-V/def2-TZVPD) for a molecular structure, C27H52P2SiZr in a non-equilibrium geometry.

Structure (ORCA input):
```
! RIJCOSX wB97M-V def2-TZVPD def2/J DEFGRID3
* xyz 2 1
Zr 0.285 1.596 -0.644
P -2.597 -2.041 -0.841
P -0.994 -4.434 -0.305
Si -0.158 2.785 2.700
C -1.366 -1.211 0.236
C -0.896 2.516 0.978
C -0.206 -2.610 2.056
C 1.024 -2.066 -0.682
C 2.308 -2.114 0.183
C -0.057 -1.057 -0.529
C -2.237 -2.149 -2.602
C 1.438 1.805 2.906
C 1.184 -2.215 2.469
C -1.210 -1.495 1.754
C 0.564 2.851 -2.553
C 0.297 5.097 -1.218
C 0.908 3.765 -1.481
C 2.735 3.910 0.358
C -0.974 -5.658 -1.657
C -1.306 2.195 4.052
C -0.480 3.078 -3.600
C 1.558 1.794 -2.539
C 1.723 0.758 -3.597
C -4.286 -1.421 -0.722
C 2.434 2.004 -1.399
C 2.258 -2.373 1.671
C -2.694 -3.752 -0.223
C 3.619 1.183 -1.011
C 0.146 4.613 3.029
C 2.033 3.231 -0.762
C -1.006 -5.537 1.159
H -3.043 -3.761 0.823
H 3.549 0.163 -1.407
H -3.365 -4.360 -0.855
H -0.849 -0.565 2.221
H -1.342 3.449 0.568
H 3.728 1.112 0.084
H 0.789 0.244 -3.845
H 0.605 -3.111 -0.744
H -1.339 3.635 -3.204
H 2.220 3.742 1.310
H -1.545 -5.074 1.995
H 2.129 2.301 3.601
H 2.945 -2.906 -0.256
H -0.435 5.353 -1.991
H -4.535 -0.856 -1.631
H 1.075 5.874 -1.209
H 0.063 -6.018 -1.765
H 2.891 -1.191 0.007
H -0.069 3.662 -4.448
H -2.834 -1.387 -3.123
H 2.091 1.225 -4.526
H 1.206 0.817 3.327
H -0.685 5.218 2.641
H -0.218 5.136 -0.251
H 0.192 4.788 4.115
H -1.066 2.670 5.012
H -0.862 2.133 -4.006
H -0.076 -3.196 1.137
H 2.004 1.615 1.985
H -0.266 -0.601 -1.537
H -1.886 -0.220 0.203
H 4.555 1.613 -1.396
H -1.768 1.828 1.069
H -0.652 -3.260 2.833
H -2.345 2.443 3.812
H -4.411 -0.772 0.151
H -2.508 -3.130 -3.008
H -1.297 -5.216 -2.608
H 1.276 -1.878 3.516
H 0.032 -5.737 1.457
H 3.755 3.522 0.478
H 1.397 -1.909 -1.716
H -1.629 -6.497 -1.376
H -4.974 -2.275 -0.634
H -1.237 1.110 4.186
H 3.244 -2.625 2.077
H -1.186 -1.964 -2.838
H 1.075 4.997 2.591
H -1.500 -6.472 0.861
H -2.194 -1.709 2.215
H 2.449 -0.002 -3.298
H 2.802 4.996 0.214
*
```

For the frontier orbital gap, the calculation gives 0.2009 Ha. The energy above the lowest of the compared OMol25 structures with the same formula, charge and spin is 41.4 kcal/mol.

Atomic partial charges in e from the Löwdin method, atoms 1 to 6:
1. Zr 1.780
2. P 0.906
3. P 0.842
4. Si 0.420
5. C -0.450
6. C -0.377